Below is a molecular structure, C55H48IN7OPTl, with properties calculated with ωB97M-V/def2-TZVPD.

Positions of all 114 atoms, in Å:
Tl: -0.94561 0.48741 1.10769
C: 2.60299 -0.09612 -4.64753
N: 1.69180 0.56997 -3.73160
C: 1.29935 0.13321 -2.48973
N: 0.42011 0.95524 -1.96055
C: 0.22736 1.95140 -2.87144
C: 1.01281 1.73574 -3.98579
C: 1.11410 2.50660 -5.23653
C: 2.34739 2.80712 -5.81544
C: 2.42010 3.56413 -6.97568
C: 1.26227 4.04245 -7.57003
C: 0.02942 3.75176 -7.00086
C: -0.04556 2.98956 -5.84611
C: -0.66464 3.11017 -2.64808
C: -0.12286 4.38178 -2.48216
C: -0.95321 5.48598 -2.35241
C: -2.33161 5.32715 -2.40485
C: -2.87686 4.06113 -2.56420
C: -2.04634 2.95620 -2.67589
P: 1.93961 -1.42153 -1.79435
C: 0.41598 -2.29536 -1.32277
N: -0.57301 -1.92294 -0.54306
C: -1.50027 -2.92942 -0.58780
C: -1.05984 -3.93679 -1.42554
N: 0.16939 -3.52444 -1.87913
C: 1.08452 -4.31046 -2.69816
C: -1.68780 -5.22268 -1.77500
C: -2.24715 -6.01590 -0.77163
C: -2.86428 -7.21571 -1.08470
C: -2.92912 -7.64773 -2.40307
C: -2.38484 -6.86292 -3.40884
C: -1.77227 -5.65768 -3.09760
C: -2.76677 -2.96412 0.17498
C: -2.74787 -2.90407 1.56395
C: -3.91789 -3.09641 2.28434
C: -5.11617 -3.32601 1.62539
C: -5.14840 -3.34211 0.23628
C: -3.97649 -3.17126 -0.48504
C: 2.61833 -0.85426 -0.20884
N: 2.04599 -0.11849 0.71291
C: 2.95226 0.03332 1.71521
C: 4.12172 -0.64045 1.39881
N: 3.89096 -1.20934 0.16718
C: 4.86084 -1.94063 -0.63602
C: 5.39262 -0.76234 2.13428
C: 5.99657 0.37470 2.67236
C: 7.14486 0.26624 3.43916
C: 7.71628 -0.97843 3.67230
C: 7.13737 -2.11298 3.12335
C: 5.98285 -2.00572 2.36031
C: 2.64824 0.83626 2.91555
C: 3.02981 0.41752 4.18939
C: 2.79576 1.22536 5.29240
C: 2.16265 2.45225 5.13707
C: 1.74850 2.85877 3.87707
C: 1.99641 2.05879 2.77074
H: 2.65468 -1.15159 -4.40000
H: 3.60628 0.32550 -4.58683
H: 2.23876 0.01447 -5.66658
H: 3.26135 2.47252 -5.34033
H: 3.38624 3.79104 -7.40951
H: 1.31947 4.64376 -8.46854
H: -0.88077 4.12086 -7.45673
H: -1.00842 2.76266 -5.40778
H: 0.95457 4.50045 -2.46459
H: -0.52309 6.46862 -2.20377
H: -2.98008 6.18968 -2.31519
H: -3.95142 3.93232 -2.59440
H: -2.46529 1.96374 -2.78896
H: 0.77210 -5.34966 -2.67508
H: 2.09288 -4.23907 -2.30287
H: 1.08848 -3.96590 -3.73217
H: -2.19364 -5.68276 0.25717
H: -3.30116 -7.81536 -0.29613
H: -3.40580 -8.58855 -2.64635
H: -2.45020 -7.18205 -4.44159
H: -1.38196 -5.03574 -3.89481
H: -1.81118 -2.72050 2.07193
H: -3.89906 -3.05038 3.36713
H: -6.02832 -3.47667 2.18953
H: -6.08670 -3.48893 -0.28359
H: -3.99224 -3.19935 -1.56848
H: 5.85271 -1.77877 -0.22559
H: 4.84541 -1.58060 -1.66074
H: 4.64790 -3.00974 -0.63804
H: 5.55272 1.34575 2.49230
H: 7.59713 1.15554 3.86008
H: 8.60536 -1.06502 4.28425
H: 7.57801 -3.08647 3.29924
H: 5.51652 -2.90105 1.96587
H: 3.50520 -0.54667 4.31780
H: 3.10619 0.89577 6.27583
H: 1.98513 3.07992 6.00181
H: 1.22474 3.79885 3.75392
H: 1.69763 2.37789 1.77945
C: -3.59454 1.69963 0.61675
C: -2.95007 2.73454 1.32814
C: -2.89003 2.35392 2.68435
C: -3.49642 1.08292 2.80783
C: -3.91899 0.67478 1.52885
H: -3.88349 1.71213 -0.42502
H: -2.60928 3.67615 0.92093
H: -2.49864 2.96210 3.49033
H: -3.73321 0.55712 3.72427
H: -4.49654 -0.21026 1.30664
N: -1.20422 0.02953 5.07965
C: -0.64437 -1.08876 4.61300
O: -0.43369 -1.29248 3.42474
C: -0.26347 -2.20970 5.56593
I: -0.33513 -1.82091 7.66527
H: -1.58043 0.67777 4.39715
H: -1.41080 0.14925 6.05501
H: 0.74838 -2.52260 5.33363
H: -0.93683 -3.04276 5.38496

Atoms 1-3, force components in eV/Å:
Tl -0.37 0.28 0.04
C -0.03 0.02 -0.01
N 0.11 -0.14 -0.06

The value obtained for the energy above the lowest of the compared OMol25 structures with the same formula, charge and spin is 62.9 kJ/mol. The charge is 0. For the frontier orbital gap, the calculation gives 0.2368 Ha.



Below is a molecular structure, C55H49ClN2O5SiTc, with properties calculated with ωB97M-V/def2-TZVPD.

Positions of all 114 atoms, in Å:
Tc: 0.22742 -0.12060 0.27461
O: -1.68777 0.46488 0.23067
C: -2.30045 1.67388 -0.03707
C: -1.35968 2.78372 0.49190
C: -0.05822 2.85006 -0.24074
C: 0.23999 3.93879 -1.04387
C: 1.51391 4.08611 -1.56109
C: 2.50015 3.22401 -1.11574
C: 2.16575 2.16258 -0.29520
C: 3.24461 1.37501 0.37421
C: 3.36526 -0.01943 -0.24845
O: 2.10209 -0.57505 -0.24358
C: 4.26168 -0.96359 0.56605
C: 4.62094 -2.17424 -0.02633
C: 5.32526 -3.13033 0.68448
C: 5.68440 -2.89073 2.00493
C: 5.32553 -1.69511 2.60243
C: 4.61307 -0.73799 1.88909
C: 3.92365 0.17867 -1.66296
C: 3.07347 0.21373 -2.75806
C: 3.56950 0.45669 -4.03282
C: 4.92319 0.68478 -4.21935
C: 5.77932 0.66598 -3.12490
C: 5.28385 0.41325 -1.85557
N: 0.86829 1.88896 -0.00241
C: -2.61640 1.90039 -1.52052
C: -2.94817 3.16414 -2.00569
C: -3.30548 3.34717 -3.33249
C: -3.35964 2.26122 -4.19442
C: -3.06023 0.99614 -3.71308
C: -2.68554 0.81850 -2.38788
C: -3.60021 1.68651 0.79100
C: -3.49715 1.51137 2.16882
C: -4.62719 1.40711 2.96244
C: -5.88981 1.47229 2.38974
C: -6.00480 1.63302 1.01797
C: -4.87002 1.73423 0.22256
H: -1.14120 2.51782 1.52854
H: -1.84399 3.75734 0.47242
H: -0.52725 4.67105 -1.24495
H: 1.74699 4.89751 -2.23749
H: 3.53808 3.37167 -1.38009
H: 2.95390 1.22370 1.40941
H: 4.18770 1.91590 0.31880
H: 4.33720 -2.35967 -1.05591
H: 5.59611 -4.06306 0.20525
H: 6.23643 -3.63584 2.56326
H: 5.59659 -1.49979 3.63277
H: 4.33565 0.18384 2.38563
H: 2.01634 0.05282 -2.60327
H: 2.88848 0.46598 -4.87510
H: 5.31726 0.87963 -5.20878
H: 6.83968 0.83632 -3.26386
H: 5.96165 0.38664 -1.00989
H: -2.96759 4.01608 -1.33624
H: -3.55441 4.33990 -3.68730
H: -3.65194 2.40125 -5.22751
H: -3.13102 0.13618 -4.36862
H: -2.45606 -0.16701 -2.00877
H: -2.51744 1.41178 2.62116
H: -4.52146 1.26248 4.03071
H: -6.77495 1.38789 3.00711
H: -6.98409 1.67238 0.55683
H: -4.98839 1.83019 -0.84771
C: 1.74331 2.50309 2.95185
Si: 0.76554 0.97066 3.51797
C: -0.60732 1.84662 4.51925
C: 1.99439 -0.03097 4.56953
N: 0.01608 -0.11621 2.34038
C: -0.90867 -1.02698 2.86787
C: -1.05103 -1.22422 4.25782
C: -2.03384 -2.00876 4.82800
C: -2.91659 -2.70734 4.02402
C: -2.73535 -2.64508 2.65531
C: -1.75448 -1.84745 2.08346
O: -1.49183 -1.96620 0.72683
C: -2.52475 -2.21618 -0.15949
C: -3.74842 -1.56043 -0.07574
C: -4.71770 -1.79610 -1.03436
C: -4.48068 -2.68188 -2.07748
C: -3.26474 -3.34434 -2.14440
C: -2.28932 -3.12006 -1.18370
H: 1.55697 3.27802 3.69802
H: 1.44695 2.91232 1.98805
H: 2.82098 2.33660 2.93757
H: -0.31470 1.94861 5.56853
H: -1.56018 1.32120 4.49796
H: -0.76737 2.85652 4.13346
H: 2.92753 0.51381 4.72853
H: 2.23115 -0.96779 4.05953
H: 1.60045 -0.28862 5.55505
H: -0.35555 -0.74154 4.92700
H: -2.09596 -2.08025 5.90670
H: -3.70023 -3.32012 4.44782
H: -3.35238 -3.25097 2.00694
H: -3.91994 -0.85823 0.72709
H: -5.66223 -1.26998 -0.96887
H: -5.23918 -2.85611 -2.82977
H: -3.06946 -4.05055 -2.94154
H: -1.34585 -3.64294 -1.22834
Cl: 1.65522 -4.64295 -5.53252
C: 1.12634 -3.48226 -4.35359
C: 0.36604 -2.38216 -4.75925
C: -0.02567 -1.45136 -3.83354
C: 0.31399 -1.55149 -2.45854
O: -0.01634 -0.54977 -1.70005
C: 1.03301 -2.71692 -2.05815
C: 1.31223 -3.09161 -0.68375
O: 0.88172 -2.60336 0.34408
C: 1.44428 -3.64215 -3.03232
H: 0.09559 -2.26681 -5.80060
H: -0.59007 -0.57511 -4.12407
H: 1.96680 -3.97964 -0.59852
H: 2.00849 -4.51157 -2.71509

Atoms 1-3, force components in eV/Å:
Tc -0.15 -0.32 0.02
O 0.71 -0.32 -0.30
C -0.07 0.53 0.14

The multiplicity is 4. Its expectation value of S² is 3.770. The charge is 0. For the frontier orbital gap (spin up / spin down), the calculation gives 0.2399 / 0.2311 Ha.



Number 1: total energy -92377.41098 eV, F_max 0.47 eV/A. Number 2: total energy -93648.77505 eV, F_max 1.04 eV/A.